1.
{"formula": "C3H4O2", "method": "the ωB97M-V functional and the def2-TZVPD basis", "elements": ["C", "C", "C", "O", "O", "H", "H", "H", "H"], "coordinates": [[-0.4523, -0.7688, 0.0335], [-1.2172, 0.2703, -0.2978], [0.5259, 0.1418, 0.5286], [-0.4126, 1.2229, 0.2028], [1.9638, 0.2205, -0.1148], [-0.5743, -1.7749, -0.2410], [-2.1765, 0.4346, -0.6991], [0.5614, 0.0133, 1.5741], [1.7818, 0.2404, -0.9863]], "mulliken_charge": [-0.684, -0.030, 0.255, -0.376, -0.479, 0.323, 0.394, 0.317, 0.280], "total_charge": 0, "homo_lumo_gap_ev": 10.226}

2.
{"formula": "C3H4O2", "method": "the ωB97M-V functional and the def2-TZVPD basis", "elements": ["C", "C", "C", "O", "O", "H", "H", "H", "H"], "coordinates": [[-0.2739, -0.5546, -0.0960], [0.8460, -0.0030, 0.1963], [-1.4490, 0.3131, -0.4012], [-2.5980, 0.1186, -0.7415], [2.0061, -0.3400, 0.6533], [-0.2409, -1.6407, -0.2463], [0.8075, 2.0236, 0.1361], [-1.0890, 1.3779, -0.2038], [1.9913, -1.2948, 0.7031]], "mulliken_charge": [0.061, -0.059, -0.043, -0.491, -0.354, 0.303, 0.125, 0.125, 0.333], "total_charge": 0, "homo_lumo_gap_ev": [9.084, 9.083]}

Which structure is most stable? 1, by 0.0710 hartree over the runner-up.

1.
{"formula": "C3H4O2", "method": "the ωB97M-V functional and the def2-TZVPD basis", "elements": ["C", "C", "C", "O", "O", "H", "H", "H", "H"], "coordinates": [[-1.7038, 0.0244, 0.1003], [-0.5657, -0.6166, 0.0098], [0.9142, 0.3930, -0.0925], [3.1180, 0.1793, 0.1115], [1.9178, -0.3449, 0.0207], [-2.5229, -0.6265, 0.0846], [-1.6723, 1.0298, 0.1570], [-0.1799, -1.5452, -0.1679], [0.6945, 1.5068, -0.2235]], "mulliken_charge": [-0.738, -0.067, 0.058, -0.617, 0.113, 0.265, 0.290, 0.402, 0.294], "total_charge": 0, "homo_lumo_gap_ev": [8.888, 8.892]}

2.
{"formula": "C3H4O2", "method": "the ωB97M-V functional and the def2-TZVPD basis", "elements": ["O", "C", "C", "O", "C", "H", "H", "H", "H"], "coordinates": [[0.1393, -1.5145, 0.5736], [-0.5723, -0.5925, -0.1897], [0.4967, 0.4606, -0.5023], [-0.3123, 1.6441, -0.5427], [-0.4830, 0.7061, 0.5063], [0.9226, -0.9309, 0.7720], [-1.2559, -0.9869, -0.9338], [1.2405, 0.1646, -1.1811], [-0.4710, 0.9246, 1.5542]], "mulliken_charge": [-0.474, -0.167, -0.323, -0.429, 0.010, 0.335, 0.362, 0.437, 0.249], "total_charge": 0, "homo_lumo_gap_ev": 10.261, "smiles": "O[C@@H]1[C@H]2O[C@@H]12"}

Which structure is most stable? 2, by 0.0824 hartree over the runner-up.